39
Properties=species:S:1:pos:R:3:forces:R:3 method="wB97M-V/def2-TZVPD" orbital_gap_ev="5.40 / 5.12" lumo_energy_ev="-2.70 / -2.87" energy_ha=-2774.14843
Os -0.85084 0.16609 1.03947 0.2 1.7 0.9
C -0.09204 -2.98540 -3.45319 0.0 0.0 0.1
C -0.44977 -1.71625 -2.73492 0.1 0.1 -0.1
C 0.23323 -0.51801 -3.00821 0.0 -0.1 0.0
C -0.10415 0.66245 -2.38915 0.0 -0.1 0.2
C -1.16268 0.66133 -1.46968 0.2 0.1 -0.3
C -1.87064 -0.51109 -1.19866 0.0 -0.3 -0.1
C -1.48656 -1.70369 -1.82111 0.0 0.1 0.1
S -1.81709 2.20413 -0.89687 0.0 0.4 0.0
O -0.89565 3.24009 -1.24888 0.0 0.0 0.0
O -3.20051 2.33758 -1.24435 0.0 -0.1 0.0
N -1.70331 1.84332 0.69929 -1.3 -1.0 -0.4
C -2.61836 2.35377 1.70862 0.1 0.0 0.1
C -2.11798 1.78951 3.03598 0.0 -0.1 0.0
O -2.36562 2.29392 4.09612 -0.1 -0.1 0.0
O -1.36954 0.69004 2.91055 -0.6 0.0 0.3
H 0.75708 -2.84273 -4.11844 0.0 0.0 0.0
H -0.93667 -3.33417 -4.04871 0.0 0.0 0.0
H 0.15099 -3.77458 -2.74088 0.0 0.0 0.0
H 1.04106 -0.52609 -3.72919 0.0 0.0 0.0
H 0.41633 1.58731 -2.59484 0.0 0.0 0.0
H -2.79530 -0.48193 -0.62908 0.0 0.0 0.0
H -2.01152 -2.61815 -1.58178 -0.1 0.0 -0.1
H -3.62679 1.96510 1.53188 0.0 0.1 0.0
H -2.66379 3.44098 1.74193 0.1 0.0 0.0
O -1.25100 -3.66964 0.62188 -0.4 0.0 0.0
Cl -1.11392 -2.64931 1.58846 0.9 0.2 -0.1
O -0.91108 -3.15044 2.88537 -0.4 0.1 0.1
O 0.05143 -1.78010 1.20065 0.3 -0.1 0.0
O -2.22506 -1.65241 1.52012 0.4 0.2 -0.1
Te 0.95476 1.73981 2.06825 0.4 -0.9 -0.3
C 2.86850 1.13870 1.59785 0.2 -0.1 -0.1
C 3.97022 1.53508 2.31081 0.0 -0.1 -0.1
C 5.17436 0.98572 1.79498 0.0 0.0 0.0
C 4.95919 0.18126 0.71733 0.1 0.0 0.0
S 3.30089 0.09207 0.31677 0.0 0.0 -0.1
H 3.91922 2.19014 3.16860 0.0 0.0 0.0
H 6.15161 1.17525 2.21292 0.0 0.0 0.0
H 5.69098 -0.35966 0.14014 0.0 0.0 0.0